Molecular formula: C3H5F3
Method: DFT, the ωB97M-V functional and the def2-TZVPD basis

Structure (XYZ):
```
11
Properties=species:S:1:pos:R:3:forces:R:3
F -2.454293 -0.944148 -0.312510 -1.94 0.28 -0.91
F -0.701858 -1.668487 -1.459464 -0.53 -0.31 0.68
F 0.281243 1.200285 -1.459475 0.95 0.02 -0.90
C -1.176563 -1.172863 -0.299624 2.92 3.28 0.39
C 0.112696 0.934641 -0.171358 -3.19 -2.76 0.11
C 1.274580 0.495340 0.654820 -2.23 0.97 -1.13
H 0.779280 -0.080277 1.446035 0.90 0.61 0.44
H -0.986718 -1.677121 0.631389 0.91 -0.93 -0.06
H -0.651629 1.616915 0.170705 0.01 0.01 0.68
H 1.758338 1.455771 0.811636 0.92 -0.45 1.01
H 1.764924 -0.160056 -0.012154 1.30 -0.74 -0.31
```
Positions in Å, forces in eV/Å.

Its LUMO energy (spin up / spin down) is 0.038 / 0.039 Eh. The frontier orbital gap (spin up / spin down) comes out at 9.005 / 9.217 eV. The net charge is 0. The value obtained for the HOMO energy (spin up / spin down) is -8.0 / -8.2 eV. The energy above the lowest of the compared OMol25 structures with the same formula, charge and spin comes out at 98.8 kcal/mol.



Molecular formula: CH4CsO
Method: DFT, the ωB97M-V functional and the def2-TZVPD basis

Structure (XYZ):
```
7
Properties=species:S:1:pos:R:3:forces:R:3
Cs 13.626000 -4.999570 21.491240 0.04 -0.05 0.04
O 13.772980 -2.125020 22.017980 0.41 -2.16 0.66
C 13.168540 -1.458680 20.926940 0.37 1.71 1.43
H 12.415050 -2.080510 20.443530 0.38 -0.08 -0.20
H 13.998970 -1.576570 22.772780 -0.19 0.39 -0.33
H 13.999230 -1.069430 20.338260 -0.58 -0.11 -0.78
H 12.662580 -0.625180 21.414150 -0.42 0.30 -0.82
```
Positions in Å, forces in eV/Å.

Its LUMO energy is -0.136 Eh. The frontier orbital gap comes out at 11.001 eV. The net charge is +1. The value obtained for the HOMO energy is -14.7 eV. The energy above the lowest of the compared OMol25 structures with the same formula, charge and spin comes out at 5.6 kcal/mol.



Molecular formula: C15H25O9P
Method: DFT, the ωB97M-V functional and the def2-TZVPD basis

Structure (XYZ):
```
50
Properties=species:S:1:pos:R:3:forces:R:3
P -2.584015 -0.135424 0.334842 0.11 0.10 -0.29
O 4.645268 -0.267652 -0.124342 -0.13 0.17 -0.32
O 0.580365 2.288313 -0.743045 -0.16 0.12 0.05
O 4.203925 -2.798868 0.605478 0.42 0.01 0.16
O -3.283359 -1.563200 0.311166 -0.04 0.09 0.19
O 2.649973 -3.775161 -0.677705 0.08 0.02 -0.29
O -2.920968 0.540334 1.741278 -0.05 -0.09 0.01
O -2.913518 0.724166 -0.817474 -0.05 0.04 0.07
O 0.726555 -4.028350 -1.821963 -0.40 -0.47 -0.03
O 4.691514 -0.310064 -2.345618 0.05 0.03 0.13
C -0.473772 -1.904468 -0.083975 -0.03 0.03 0.41
C -0.846369 -0.539089 0.518302 -0.16 -0.35 -0.04
C 3.177294 -2.704744 0.030487 -0.45 -0.12 0.20
C 1.350670 -3.460189 -0.990303 0.33 0.41 0.24
C -3.823384 2.363717 3.014533 -0.16 0.09 -0.10
C -4.691358 -1.678317 0.019378 -0.16 -0.25 -0.09
C 5.152928 1.811293 -1.346749 -0.26 0.03 -0.05
C 0.977920 -2.222806 -0.235943 0.00 0.12 -0.52
C -4.082347 1.374256 1.902339 -0.10 0.17 0.12
C 3.984620 2.676980 -1.864222 0.17 -0.04 -0.03
C 2.312226 -0.229496 0.603034 0.20 0.44 -0.78
C 4.791429 0.340801 -1.345438 0.08 -0.02 0.01
C 2.130284 -1.629990 0.099472 -0.17 -0.18 0.60
C 3.735267 0.309995 0.800775 -0.02 0.05 0.29
C -4.954111 -1.776389 -1.466577 -0.26 0.04 0.04
H 5.476115 2.133535 -0.358013 0.00 -0.06 0.01
H -4.560518 -0.911684 -1.997204 0.09 -0.04 0.02
H -5.251185 -0.854805 0.468001 0.14 0.11 -0.04
H -1.015035 -2.134021 -1.002276 0.16 0.13 -0.13
H -4.544215 -2.698680 -1.876204 0.13 0.07 -0.02
H -4.299624 1.888647 0.964931 0.06 -0.06 -0.04
H 4.049814 2.787450 -2.945010 -0.08 -0.04 0.00
H 1.908589 0.400003 -0.198932 -0.22 -0.11 0.16
H 1.689549 -0.025391 1.473526 0.15 -0.03 0.13
H 3.694622 1.391694 0.647480 -0.02 0.03 0.15
H -5.014300 -2.590776 0.519491 0.05 0.01 0.05
H -4.739901 2.925557 3.204445 0.01 -0.01 0.03
H 4.106638 0.146711 1.811491 0.16 -0.28 -0.12
H 0.684623 2.973791 -0.074596 0.01 0.01 -0.03
H -3.538105 1.854883 3.934145 0.06 0.01 -0.02
H 4.029333 3.672613 -1.422844 -0.02 0.00 -0.03
H -0.628548 -0.547319 1.586800 0.11 0.16 -0.03
H -0.352646 0.305904 0.043825 0.23 -0.04 0.05
H -4.936701 0.743343 2.157510 0.05 -0.07 -0.02
H 3.012054 2.239917 -1.640259 -0.02 0.05 0.07
H 5.995422 1.907547 -2.030111 0.07 0.00 0.09
H -0.326262 2.397049 -1.059057 0.02 -0.07 -0.07
H -3.054962 3.081446 2.729368 0.10 -0.08 0.05
H -0.834365 -2.649644 0.635267 -0.11 -0.09 -0.19
H -6.036211 -1.801099 -1.618608 0.02 -0.02 -0.03
```
Positions in Å, forces in eV/Å.

Its LUMO energy is -0.002 Eh. The frontier orbital gap comes out at 10.090 eV. The net charge is 0. The value obtained for the HOMO energy is -10.1 eV.



Molecular formula: H14O7
Method: DFT, the ωB97M-V functional and the def2-TZVPD basis

Structure (XYZ):
```
21
Properties=species:S:1:pos:R:3:forces:R:3
O -4.749440 5.632960 -6.431300 0.23 0.03 0.06
O -12.629740 6.367240 -6.829690 -0.16 -0.13 0.08
O -11.930860 1.384580 -6.636830 0.26 0.24 0.01
O -14.281500 3.451180 -3.692640 -0.27 -0.15 -0.02
O -9.378400 4.058040 -6.078530 -0.06 0.30 0.21
O -6.702090 3.287980 -8.586060 -0.09 0.21 0.30
O -11.223420 5.931940 -2.498500 -0.13 -0.12 0.21
H -12.793040 7.253700 -7.151810 -0.11 0.22 -0.06
H -9.985360 3.355800 -6.312370 -0.32 -0.30 -0.06
H -11.815970 0.597490 -6.104380 0.03 -0.17 0.20
H -6.584620 2.338560 -8.618170 0.06 -0.27 0.07
H -8.680940 3.999780 -6.731520 0.30 -0.05 -0.22
H -6.813160 3.547120 -9.500800 -0.02 0.14 -0.24
H -5.336750 4.977280 -6.807310 -0.16 -0.29 -0.19
H -13.725830 3.135830 -2.979880 0.12 -0.02 0.20
H -11.690810 6.233880 -6.959550 0.31 -0.15 0.02
H -12.537060 1.119900 -7.328710 -0.19 0.02 -0.18
H -5.295850 6.411620 -6.324720 -0.10 0.21 0.06
H -13.681550 3.912900 -4.278370 0.14 0.20 -0.19
H -10.683150 5.454520 -3.128120 0.18 -0.16 -0.21
H -11.142060 6.849290 -2.759440 -0.03 0.22 -0.06
```
Positions in Å, forces in eV/Å.

Its LUMO energy is 0.007 Eh. The frontier orbital gap comes out at 11.199 eV. The net charge is 0. The value obtained for the HOMO energy is -11.0 eV. The energy above the lowest of the compared OMol25 structures with the same formula, charge and spin comes out at 44.7 kcal/mol.